[1]
Density functional theory data (wB97M-V/def2-TZVPD) for a cluster of 2 separate species, C15H27ClFN2O4 in total at a distorted geometry.

Last column: Löwdin charge in e.
Element x y z (Å)
C  4.23  1.73  0.22  -0.0642
C  2.85  2.20  -0.20  -0.1996
O  1.95  1.06  -0.06  -0.0041
C  0.66  1.41  -0.11  -0.3796
C  -0.28  0.20  0.10  -0.3242
C  0.29  -1.21  0.01  0.0337
C  -1.75  0.37  -0.34  -0.4407
O  -2.62  -0.29  0.16  0.1306
O  -1.93  1.48  -1.02  0.0249
C  -3.30  1.65  -1.40  -0.2047
C  -3.32  2.97  -2.11  -0.0581
O  0.31  2.58  -0.07  0.1301
H  4.96  2.48  -0.09  0.0844
H  4.27  1.63  1.31  0.0743
H  4.48  0.76  -0.24  0.0833
H  2.50  3.02  0.42  0.1197
H  2.81  2.48  -1.26  0.1413
H  -0.42  -1.86  0.54  0.0933
H  0.41  -1.51  -1.04  0.1139
H  1.26  -1.26  0.53  0.0860
H  -3.55  0.81  -2.06  0.1350
H  -3.94  1.63  -0.51  0.1300
H  -4.33  3.16  -2.44  0.0796
H  -3.01  3.77  -1.43  0.0880
H  -2.65  2.96  -2.97  0.0854
Cl  2.01  -0.97  8.02  0.6720
C  0.48  -0.15  7.55  -0.4925
N  0.38  0.00  6.09  -0.2611
C  1.51  0.89  5.50  -0.0547
C  1.29  1.02  4.02  -0.1463
N  0.08  0.33  3.67  -0.2046
F  -0.67  0.48  1.36  0.0466
C  -1.10  0.87  4.31  -0.1302
C  -0.95  0.70  5.80  -0.0666
C  0.18  -1.09  3.88  -0.1464
C  0.36  -1.37  5.34  -0.0576
H  -0.36  -0.77  7.89  0.1123
H  0.47  0.85  7.99  0.1074
H  1.43  1.86  6.01  0.1411
H  2.46  0.41  5.75  0.1160
H  1.16  2.07  3.70  0.1489
H  2.10  0.58  3.43  0.1360
H  -1.17  1.94  4.03  0.1515
H  -1.97  0.35  3.91  0.1407
H  -1.75  0.06  6.22  0.1481
H  -0.94  1.65  6.33  0.1378
H  -0.74  -1.56  3.48  0.1455
H  1.03  -1.47  3.28  0.1391
H  1.29  -1.88  5.58  0.1128
H  -0.49  -1.94  5.76  0.1462

Its strongest force on any atom is 0.0732 Eh/bohr. The energy above the lowest of the compared OMol25 structures with the same formula, charge and spin is 0.0 kJ/mol. The LUMO energy is -0.0901 hartree. The HOMO energy is -12.245 eV. Its total charge is +1. As for the gap between HOMO and LUMO: 9.79 eV. The value obtained for the calculated total energy is -1558.0008 Eh.

---

[2]
Density functional theory data (wB97M-V/def2-TZVPD) for the ion C5H10N2 with charge +2 at a distorted geometry.

Last column: Löwdin charge in e.
Element x y z (Å)
C  0.51  0.46  -1.35  0.1608
C  -0.21  -0.17  0.72  0.0336
C  -0.48  1.50  -1.28  -0.2240
C  -0.65  -0.37  1.96  0.0406
C  1.35  -1.61  -0.31  0.0762
N  -1.24  1.45  -0.14  0.1811
N  0.49  -0.44  -0.32  -0.0502
H  1.36  0.47  -1.94  0.1604
H  -0.11  2.56  -1.24  0.2326
H  -1.00  1.60  -2.26  0.2153
H  0.16  -1.06  2.51  0.2073
H  -1.70  -0.67  2.08  0.1629
H  -0.72  0.66  2.36  0.1676
H  2.41  -1.27  0.02  0.1827
H  1.13  -2.14  -1.25  0.1434
H  1.01  -2.32  0.42  0.1081
H  -2.31  1.34  0.02  0.2018

Its strongest force on any atom is 0.1540 Eh/bohr. The energy above the lowest of the compared OMol25 structures with the same formula, charge and spin is 517.4 kJ/mol. The LUMO energy (alpha / beta) is -0.4205 / -0.4360 hartree. The HOMO energy (alpha / beta) is -20.048 / -18.972 eV. Its total charge is +2. As for the gap between HOMO and LUMO (alpha / beta): 8.61 / 7.11 eV. The value obtained for the calculated total energy is -305.1115 Eh.

---

[3]
Density functional theory data (wB97M-V/def2-TZVPD) for a structure of composition C40H100AsF6N4O21 at a distorted geometry.

Last column: Löwdin charge in e.
Element x y z (Å)
As  0.76  0.12  -0.69  0.8069
F  0.63  -1.62  -0.61  -0.2470
F  2.53  -0.10  -0.57  -0.2670
F  1.12  1.83  -0.65  -0.2551
F  -0.97  0.31  -0.94  -0.2530
F  0.44  0.18  1.01  -0.2426
F  0.90  0.17  -2.44  -0.2511
C  0.83  -5.59  5.45  -0.0564
C  2.22  -5.02  5.25  -0.2291
O  2.49  -4.81  3.88  0.0250
C  3.28  -3.77  3.54  -0.6072
O  3.83  -3.07  4.35  0.1206
O  3.27  -3.63  2.24  0.0135
C  3.48  -2.33  1.67  -0.0095
H  0.38  -5.68  4.45  0.0609
H  0.16  -4.92  5.99  0.0719
H  0.81  -6.63  5.78  0.0713
H  2.85  -5.84  5.61  0.1182
H  2.41  -4.20  5.95  0.1221
H  3.22  -2.36  0.62  0.0621
H  4.52  -2.03  1.75  0.0916
H  2.86  -1.60  2.20  0.0976
C  5.87  8.43  0.09  -0.0663
C  4.50  8.24  -0.47  -0.2423
O  3.99  6.93  -0.27  -0.0011
C  4.37  5.94  -1.09  -0.5990
O  5.06  6.11  -2.05  0.1355
O  3.76  4.82  -0.72  0.0062
C  4.03  3.66  -1.51  -0.0267
H  6.11  7.81  0.95  0.0870
H  6.14  9.46  0.30  0.0772
H  6.61  8.02  -0.61  0.0798
H  4.35  8.44  -1.54  0.1297
H  3.75  8.95  -0.12  0.1187
H  3.94  3.87  -2.57  0.0925
H  3.23  2.95  -1.29  0.0730
H  4.90  3.07  -1.21  0.1024
C  -1.78  -1.18  9.35  -0.0702
C  -2.28  -1.28  7.90  -0.2144
O  -1.23  -0.79  7.07  0.0231
C  -1.46  -0.85  5.75  -0.6168
O  -2.45  -1.22  5.18  0.1403
O  -0.39  -0.32  5.17  -0.0040
C  -0.31  -0.32  3.74  -0.0347
H  -2.66  -1.26  10.01  0.0715
H  -1.36  -0.26  9.74  0.0748
H  -1.10  -2.02  9.50  0.0721
H  -3.08  -0.55  7.76  0.1239
H  -2.68  -2.27  7.67  0.1258
H  0.70  -0.05  3.44  0.0776
H  -0.96  0.45  3.31  0.0996
H  -0.46  -1.35  3.44  0.0959
C  -4.86  5.61  1.67  -0.1506
O  -4.63  5.29  0.35  -0.1699
C  -3.30  5.49  -0.07  -0.2305
C  -3.08  5.01  -1.52  -0.1807
N  -1.84  5.58  -2.01  -0.0658
C  -1.29  4.99  -3.22  -0.2001
C  -0.87  3.50  -3.04  -0.1881
O  -0.04  3.09  -4.11  -0.1734
C  1.26  3.56  -4.03  -0.1448
H  -4.30  5.05  2.44  0.0885
H  -5.89  5.45  2.02  0.0830
H  -4.61  6.66  1.87  0.0863
H  -2.63  4.97  0.63  0.1054
H  -2.94  6.51  0.15  0.1144
H  -3.93  5.45  -2.05  0.1224
H  -3.07  3.92  -1.51  0.1099
H  -1.12  5.52  -1.30  0.0737
H  -0.56  5.59  -3.76  0.1032
H  -2.10  4.91  -3.95  0.1147
H  -1.79  2.92  -3.06  0.1111
H  -0.26  3.38  -2.14  0.1062
H  1.31  4.61  -3.69  0.0790
H  1.82  3.49  -4.96  0.0951
H  1.90  3.14  -3.24  0.0594
C  1.04  4.76  3.90  -0.1176
O  -0.06  4.59  3.05  -0.1979
C  0.24  3.99  1.79  -0.1895
C  0.88  5.06  0.89  -0.2071
N  -0.01  6.19  0.67  -0.0322
C  0.77  7.38  0.33  -0.2082
C  -0.16  8.56  0.14  -0.2211
O  -0.69  8.98  1.39  -0.1759
C  -0.99  10.34  1.40  -0.1527
H  1.48  3.79  4.17  0.0889
H  0.78  5.16  4.88  0.0835
H  1.78  5.43  3.47  0.0792
H  -0.68  3.62  1.35  0.1170
H  0.86  3.09  1.89  0.1164
H  1.06  4.55  -0.06  0.1040
H  1.85  5.33  1.31  0.1016
H  -0.53  6.38  1.52  0.1112
H  1.44  7.26  -0.52  0.1144
H  1.48  7.69  1.11  0.1224
H  -0.98  8.35  -0.56  0.1213
H  0.43  9.37  -0.31  0.1144
H  -0.11  10.99  1.39  0.0841
H  -1.50  10.57  2.34  0.0847
H  -1.63  10.74  0.61  0.0872
C  -3.72  -3.75  -1.04  -0.0914
O  -3.38  -3.48  -2.41  -0.1916
C  -1.98  -3.21  -2.52  -0.2319
C  -1.56  -2.63  -3.85  -0.2188
N  -2.09  -3.41  -4.98  -0.0265
C  -1.69  -2.69  -6.21  -0.1892
C  -0.25  -3.01  -6.67  -0.2276
O  0.04  -4.39  -6.52  -0.2009
C  1.45  -4.63  -6.45  -0.1000
H  -2.94  -4.25  -0.47  0.0652
H  -4.61  -4.36  -1.20  0.0844
H  -4.12  -2.87  -0.53  0.0839
H  -1.37  -4.10  -2.30  0.1173
H  -1.78  -2.43  -1.78  0.1089
H  -0.46  -2.50  -3.83  0.0948
H  -1.86  -1.58  -3.90  0.1179
H  -1.61  -4.31  -4.94  0.1005
H  -1.94  -1.63  -6.29  0.1157
H  -2.38  -3.11  -6.96  0.1029
H  0.43  -2.40  -6.06  0.1075
H  -0.01  -2.74  -7.70  0.1193
H  1.46  -5.71  -6.45  0.0888
H  1.99  -4.20  -5.60  0.0640
H  1.96  -4.22  -7.32  0.0840
C  -0.13  -4.42  1.17  -0.0599
O  -1.41  -5.03  1.37  -0.2004
C  -1.29  -6.42  1.57  -0.2417
C  -2.69  -6.96  1.88  -0.1966
N  -2.60  -8.40  2.15  -0.0791
C  -3.91  -9.01  2.35  -0.2074
C  -4.79  -9.06  1.09  -0.2319
O  -4.39  -9.94  0.07  -0.1702
C  -3.41  -9.40  -0.79  -0.1165
H  0.22  -4.61  0.15  0.0745
H  0.47  -4.93  1.93  0.0665
H  -0.06  -3.37  1.41  0.0836
H  -0.56  -6.71  2.33  0.1110
H  -0.97  -6.87  0.62  0.1250
H  -3.17  -6.78  0.92  0.1061
H  -3.21  -6.47  2.70  0.1268
H  -2.02  -8.62  2.95  0.1057
H  -4.50  -8.43  3.08  0.1089
H  -3.78  -9.97  2.86  0.1161
H  -4.85  -8.05  0.67  0.1076
H  -5.82  -9.27  1.39  0.1195
H  -3.07  -10.15  -1.50  0.0841
H  -2.55  -8.96  -0.28  0.0703
H  -3.86  -8.62  -1.41  0.0893
C  3.65  -0.92  -4.31  -0.1450
O  3.08  0.38  -4.20  -0.1311
H  4.53  -0.91  -4.95  0.0810
H  4.05  -1.24  -3.34  0.0459
H  2.86  -1.58  -4.67  0.0689
H  2.35  0.33  -3.57  0.0273
C  6.11  -2.12  -1.73  -0.1713
O  5.29  -1.64  -0.68  -0.1219
H  6.89  -1.42  -2.03  0.0764
H  6.53  -3.04  -1.32  0.0793
H  5.70  -2.54  -2.66  0.0670
H  4.68  -1.01  -1.10  0.0541
C  -4.13  0.32  -1.76  -0.1629
O  -5.31  -0.45  -1.85  -0.1250
H  -3.30  -0.36  -1.96  0.0531
H  -4.02  1.19  -2.42  0.0699
H  -4.02  0.67  -0.73  0.0814
H  -5.45  -0.80  -2.74  0.0727
C  1.94  -3.30  -2.35  -0.1640
O  2.66  -4.11  -3.27  -0.1206
H  1.26  -3.87  -1.72  0.0630
H  2.61  -2.75  -1.68  0.0594
H  1.36  -2.53  -2.87  0.0490
H  2.35  -5.00  -3.11  0.0735

Its strongest force on any atom is 0.0618 Eh/bohr. The LUMO energy is 0.0761 hartree. The HOMO energy is -6.354 eV. Its total charge is -1. As for the gap between HOMO and LUMO: 8.43 eV. The value obtained for the calculated total energy is -6218.0161 Eh.

---

[4]
Density functional theory data (wB97M-V/def2-TZVPD) for a structure of composition CHI2PS at a distorted geometry.

Last column: Löwdin charge in e.
Element x y z (Å)
C  0.72  -0.14  -0.42  -1.6551
P  0.12  -0.06  -2.31  0.2059
S  -1.69  0.35  -2.12  0.1363
I  1.94  1.53  -0.38  0.7076
I  1.79  -2.03  -0.20  0.6090
H  -0.09  0.04  0.39  -0.0037

Its strongest force on any atom is 0.0449 Eh/bohr. The energy above the lowest of the compared OMol25 structures with the same formula, charge and spin is 0.0 kJ/mol. The LUMO energy is -0.0506 hartree. The HOMO energy is -9.027 eV. As for the gap between HOMO and LUMO: 7.65 eV. The value obtained for the calculated total energy is -1373.6064 Eh.

---

> calculated total energy of number 3 (C40H100AsF6N4O21)?

-6218.0161 Eh